Entry 1:
{"formula": "C9H16IN2O", "method": "the ωB97M-V functional and the def2-TZVPD basis", "species": ["H", "H", "H", "C", "C", "C", "C", "H", "C", "H", "N", "I", "H", "H", "C", "H", "H", "C", "C", "H", "H", "H", "H", "C", "H", "N", "H", "H", "O"], "positions_angstrom": [[-2.191, -1.995, -1.130], [-0.246, -1.665, -2.406], [-2.339, -0.153, -0.633], [-2.031, -0.919, -1.437], [0.263, -0.144, 1.123], [-0.600, -0.909, -1.714], [0.343, 0.803, -0.115], [-2.595, -0.781, -2.298], [0.049, -1.536, 0.727], [2.771, 3.002, -1.143], [0.266, 0.062, -1.345], [1.822, -2.794, 0.525], [-0.699, -2.535, 2.255], [-1.687, 0.742, 1.336], [-0.865, 0.537, 2.003], [2.472, 1.058, 0.219], [0.937, 3.209, -1.177], [1.710, 1.407, -0.491], [1.787, 2.873, -0.581], [-0.493, 1.479, 2.118], [1.700, 3.370, 0.336], [-1.176, -3.271, 0.837], [-1.872, -1.692, 1.446], [1.586, 0.495, -1.711], [-0.454, 1.498, 0.124], [-1.005, -2.299, 1.329], [1.310, -0.077, 1.558], [-1.021, -0.059, 2.877], [2.258, 0.293, -2.632]], "lowdin_charge": [0.1032, 0.1495, 0.1168, -0.0439, -0.3631, -0.0290, -0.2207, 0.0678, -0.7536, 0.1311, 0.0263, 0.8602, 0.1233, 0.0732, -0.0088, 0.1554, 0.0978, -0.2151, -0.0291, 0.0586, 0.0711, 0.1973, 0.1755, -0.3705, 0.1374, 0.0651, 0.1291, 0.0842, 0.2108], "total_charge": 1, "homo_lumo_gap_ha": [0.2669, 0.2670], "homo_ha": [-0.411, -0.411], "lumo_energy_ha": [-0.1445, -0.1445], "de_lowest_kj_mol": 174.8}


Entry 2:
{"formula": "C41H73N2O19", "method": "the ωB97M-V functional and the def2-TZVPD basis", "species": ["C", "H", "C", "H", "H", "H", "H", "C", "H", "H", "C", "H", "C", "H", "H", "C", "H", "H", "O", "H", "H", "O", "C", "C", "H", "C", "O", "C", "O", "C", "H", "C", "H", "H", "H", "H", "C", "H", "O", "C", "O", "H", "H", "H", "H", "H", "O", "O", "C", "H", "H", "H", "C", "C", "H", "N", "O", "C", "H", "H", "H", "C", "H", "C", "C", "H", "H", "H", "C", "H", "C", "O", "H", "C", "O", "H", "C", "C", "O", "C", "C", "C", "H", "O", "H", "H", "C", "H", "H", "C", "H", "C", "O", "C", "C", "C", "H", "C", "H", "H", "H", "H", "C", "H", "H", "H", "H", "C", "H", "H", "O", "C", "O", "H", "O", "N", "C", "H", "H", "H", "O", "H", "H", "C", "H", "H", "H", "H", "H", "H", "H", "O", "H", "H", "H"], "positions_angstrom": [[-1.892, 0.938, 4.017], [2.444, -2.097, -1.845], [4.549, -1.902, -3.456], [0.731, 0.812, 9.459], [-1.971, 0.483, 10.877], [9.329, -0.045, -3.537], [0.042, 1.947, 4.576], [-8.808, -0.600, -3.224], [-5.680, 3.900, 4.256], [-3.757, -0.921, 2.058], [10.921, -2.637, -3.279], [-1.114, -3.339, -0.079], [-2.570, 3.074, 0.801], [10.876, -6.364, -5.483], [-5.720, 0.146, 0.256], [-7.680, -1.205, -2.416], [8.054, -7.557, -5.643], [10.270, -8.417, -7.003], [8.355, -5.877, -4.497], [9.343, -7.242, -7.967], [-5.018, 3.894, 1.722], [9.405, -5.233, -6.369], [-3.902, -1.703, 1.250], [-0.874, -0.077, -0.943], [-2.983, -3.729, 1.406], [-0.283, 0.407, 9.536], [-1.650, 2.214, 9.816], [-0.611, 1.089, 4.913], [-1.083, 4.125, -2.864], [10.163, -7.360, -7.255], [-4.073, 2.458, 3.524], [-2.756, 4.070, 4.455], [-4.967, 5.633, 4.308], [3.727, -1.786, -4.168], [-6.084, -0.092, 2.046], [9.269, -7.740, -4.359], [-2.627, -2.666, 1.342], [11.110, -2.949, -2.250], [8.043, -3.790, -5.294], [-9.504, 0.537, -2.527], [-1.684, 2.107, -3.682], [-0.747, 1.240, 2.196], [11.614, -1.837, -3.546], [0.082, 0.533, -0.931], [-2.047, -2.470, 2.291], [11.071, -7.039, -7.769], [7.796, -1.000, -2.505], [2.738, -0.407, -0.707], [2.936, 0.603, -1.601], [9.207, -2.226, -4.515], [1.861, 6.001, -4.918], [-7.016, -0.436, -2.018], [-0.349, 1.588, 11.765], [-2.054, 0.968, -0.749], [1.383, 5.127, -6.380], [-2.285, 2.813, 2.270], [-0.976, 0.684, 8.318], [-11.035, -0.841, -3.393], [-2.508, 0.735, 1.928], [-0.273, 6.042, -2.948], [-1.382, 3.030, -1.053], [7.571, -2.324, -2.297], [-3.812, 5.265, 2.159], [-6.377, -0.403, 1.001], [-0.029, 5.018, -3.231], [-3.651, 0.373, 3.800], [0.043, 0.167, 4.876], [11.136, -3.501, -3.912], [4.320, -1.052, -2.224], [9.742, -0.673, -1.926], [9.481, -2.205, -3.459], [8.598, -3.079, -2.749], [5.456, -1.580, -3.972], [8.869, -7.059, -5.109], [3.786, 0.230, -2.585], [-9.554, 0.414, -1.441], [9.175, -0.870, -2.842], [-1.815, 1.409, 2.516], [-0.346, 3.469, -4.879], [-1.733, -2.400, 0.042], [-0.758, -1.153, 0.208], [-1.630, 1.867, 8.507], [-8.450, -0.300, -4.214], [-12.100, -1.306, -3.643], [-1.473, 3.420, 2.473], [-3.575, 2.671, 0.496], [-5.283, -2.423, 1.571], [-3.384, 3.769, 5.338], [3.663, -2.269, -0.562], [-1.520, 2.341, -0.163], [-1.032, 1.902, 12.557], [-4.372, 4.353, 2.514], [-6.342, -1.820, 0.811], [-1.094, 3.137, -3.801], [-3.380, 3.284, 3.194], [0.045, 4.837, -4.721], [-6.298, 5.238, 3.165], [1.429, 5.071, -5.291], [4.658, -2.955, -3.203], [-2.764, 5.170, 4.261], [2.096, 4.242, -5.047], [-2.459, 4.168, 0.553], [9.934, -6.516, -6.019], [-5.172, -3.522, 1.373], [-0.885, -0.603, -1.933], [-7.418, -0.011, 0.827], [0.883, 4.713, -2.710], [8.555, -4.864, -5.377], [-2.364, -2.288, -0.886], [-2.441, 1.187, -1.787], [-9.870, -1.542, -3.399], [-1.130, 1.108, 10.561], [-10.825, 0.460, -3.054], [0.294, -1.569, 0.143], [2.417, 1.680, -1.527], [-2.944, 0.403, 4.558], [-5.392, 4.813, 3.669], [-2.918, 0.548, -0.164], [-3.916, -1.272, 0.217], [-0.494, 2.251, 0.296], [6.590, -2.763, -1.775], [-0.848, -0.734, 1.249], [-7.087, -1.877, -3.040], [3.258, -1.593, -1.314], [-1.726, 3.648, 4.601], [-0.223, -0.667, 9.711], [5.257, -0.894, -1.689], [-0.880, 1.231, 6.017], [0.260, 2.460, 11.514], [-9.052, 1.503, -2.755], [-5.486, -2.248, 2.673], [-2.119, 2.521, 7.631], [-8.066, -1.807, -1.590], [0.296, 0.803, 12.162], [-0.689, 5.465, -5.236]], "lowdin_charge": [-0.3569, 0.1404, -0.0203, 0.1438, 0.1619, 0.1434, 0.0813, -0.3362, 0.0870, 0.0702, -0.0058, 0.1075, -0.0989, 0.1579, 0.0820, -0.0217, 0.1438, 0.0920, 0.0754, 0.0955, 0.1062, 0.0914, -0.1864, -0.1735, 0.1020, -0.0978, 0.0968, -0.0413, 0.0256, -0.0192, 0.1407, -0.0156, 0.0808, 0.0960, 0.0890, 0.1430, -0.1755, 0.0957, 0.1465, -0.1121, 0.1564, 0.1399, 0.0931, 0.0910, 0.1098, 0.0868, 0.0615, 0.0431, -0.5534, 0.1367, 0.0924, 0.0778, -0.0177, -0.1798, 0.0884, -0.0687, 0.0428, -0.5488, 0.1114, 0.1416, 0.0999, -0.5389, 0.1180, -0.1383, -0.0947, 0.0332, 0.0966, 0.0791, -0.3296, 0.1416, -0.3430, 0.0871, 0.0855, -0.0990, 0.0977, 0.1366, -0.0919, -0.0762, 0.1034, -0.1869, -0.1853, -0.5391, 0.1597, 0.1721, 0.1842, 0.1391, -0.1952, 0.1018, 0.1448, -0.1480, 0.0884, -0.2047, -0.2061, -0.5354, -0.2802, -0.3288, 0.0819, -0.0145, 0.0905, 0.0921, 0.0970, 0.1423, -0.3358, 0.1268, 0.1216, 0.0944, 0.1452, -0.5358, 0.1148, 0.0967, 0.0899, -0.3313, 0.0663, 0.1018, 0.1250, 0.1668, -0.0973, 0.0785, 0.0938, 0.1192, 0.1376, 0.0854, 0.0887, -0.0951, 0.0749, 0.1437, 0.1377, 0.0659, 0.0954, 0.1386, 0.1295, 0.1351, 0.0930, 0.0928, 0.1608], "total_charge": 1, "homo_lumo_gap_ha": 0.3555, "homo_ha": -0.429, "lumo_energy_ha": -0.0731}


Entry 3:
{"formula": "C36H22N10Y", "method": "the ωB97M-V functional and the def2-TZVPD basis", "species": ["H", "H", "C", "H", "C", "N", "C", "N", "C", "C", "H", "N", "C", "C", "C", "C", "C", "Y", "C", "C", "C", "N", "C", "H", "C", "C", "H", "H", "C", "C", "N", "H", "C", "H", "C", "C", "N", "C", "C", "C", "C", "H", "H", "C", "H", "C", "C", "N", "C", "H", "C", "H", "H", "C", "C", "H", "C", "H", "H", "C", "H", "H", "N", "C", "N", "N", "H", "H", "C"], "positions_angstrom": [[-0.663, 4.378, 4.907], [6.104, 0.197, 4.658], [-1.339, 2.861, -0.400], [-1.586, 3.426, 6.081], [-4.282, 0.704, 0.360], [-2.429, -2.336, 0.923], [2.589, -0.660, 1.645], [2.052, 2.701, 0.600], [4.458, 2.308, 2.567], [-1.801, 5.422, -0.582], [-5.318, -2.303, 1.611], [-2.206, -0.124, -0.104], [0.886, 3.047, 0.062], [-1.194, -2.689, 1.200], [0.968, 5.653, -0.010], [-6.513, -0.516, 1.435], [1.365, -4.966, 2.444], [-0.130, 0.193, 0.536], [-1.403, -5.199, 1.874], [-5.358, -1.267, 1.305], [-5.439, 1.458, 0.511], [2.052, 0.232, 0.770], [0.642, -3.893, 1.960], [-5.463, 2.497, 0.213], [3.601, 1.377, 1.993], [-0.941, 1.174, 4.897], [-0.993, 3.112, 2.320], [-7.473, 1.384, 1.160], [-1.460, 3.648, 5.025], [-4.244, -0.646, 0.754], [-0.090, -1.880, 1.197], [-2.459, -5.281, 1.656], [0.687, -6.165, 2.637], [-1.772, 7.560, -0.630], [-0.673, -6.279, 2.357], [-1.188, 6.661, -0.485], [-1.119, 2.413, 4.328], [5.388, 0.510, 3.910], [-0.633, 0.328, 3.880], [-0.917, 2.287, 3.012], [4.524, -0.418, 3.357], [2.023, 5.737, 0.214], [0.620, 7.760, -0.135], [1.038, -2.501, 1.660], [1.223, -7.027, 3.012], [-0.731, -4.009, 1.677], [0.177, 6.775, -0.202], [2.207, -1.945, 1.880], [-2.890, -1.123, 0.514], [-1.049, 1.014, 5.954], [-2.951, 1.055, -0.117], [6.046, 2.551, 3.974], [-7.404, -0.970, 1.846], [-1.013, 4.294, -0.407], [0.365, 4.409, -0.122], [-1.167, -7.228, 2.520], [3.635, 0.027, 2.386], [-2.857, 5.329, -0.796], [4.539, -1.457, 3.658], [2.531, 1.519, 1.015], [2.420, -4.871, 2.661], [-0.423, -0.728, 3.917], [-0.620, 1.035, 2.695], [-6.551, 0.829, 1.043], [-0.152, 2.212, -0.230], [-2.551, 2.315, -0.349], [-2.392, 4.051, 4.635], [4.426, 3.347, 2.267], [5.355, 1.855, 3.519]], "lowdin_charge": [0.1012, 0.1090, -0.2854, 0.0964, -0.1101, 0.2057, -0.2538, 0.2044, -0.0041, -0.0058, 0.1176, -0.0127, -0.2773, -0.2567, -0.0052, -0.0595, 0.0022, 1.5675, 0.0025, -0.0022, -0.0048, -0.0126, -0.0967, 0.1163, -0.1097, -0.0308, 0.1416, 0.1092, 0.0152, -0.1093, -0.0315, 0.1205, -0.0523, 0.1096, -0.0521, -0.0597, -0.1039, -0.0596, -0.1012, -0.1218, -0.0027, 0.1185, 0.1097, -0.2613, 0.1113, -0.0961, -0.0594, 0.2051, -0.2517, 0.1300, -0.2559, 0.1092, 0.1090, -0.1076, -0.1044, 0.1113, -0.1099, 0.1183, 0.1175, -0.2560, 0.1205, 0.1093, -0.0288, -0.0585, -0.0403, 0.2031, 0.1011, 0.1165, -0.0582], "total_charge": 1, "homo_lumo_gap_ha": [0.1846, 0.1848], "homo_ha": [-0.344, -0.344], "lumo_energy_ha": [-0.1591, -0.1590], "de_lowest_kj_mol": 125.3}